Entry 1:
Density functional theory data (the ωB97M-V functional and the def2-TZVPD basis) for a molecular structure, C33H50Cl2P2Sn at a distorted geometry.

The HOMO energy (alpha / beta) is -7.6 / -7.6 eV. As for the total energy: -3104.75597 hartree.

Structure (ORCA input):
```
! wB97M-V def2-TZVPD RIJCOSX def2/J DEFGRID3
* xyz 0 1
P 0.113 -1.022 -4.404
C 1.700 -0.386 -5.220
C 1.987 -0.748 -6.679
C 3.411 -0.306 -7.061
C 3.656 1.182 -6.791
C 3.301 1.567 -5.353
C 1.876 1.119 -4.978
C -1.319 -0.130 -5.244
C -1.258 0.049 -6.755
C -2.592 0.631 -7.260
C -2.954 1.944 -6.556
C -2.918 1.812 -5.031
C -1.591 1.207 -4.537
C -0.024 -2.706 -5.179
C 1.174 -3.579 -4.757
C 1.078 -5.005 -5.319
C -0.251 -5.677 -4.962
C -1.446 -4.813 -5.373
C -1.359 -3.383 -4.814
H 2.449 -0.907 -4.597
H 1.263 -0.257 -7.344
H 1.891 -1.828 -6.854
H 3.603 -0.541 -8.115
H 4.124 -0.894 -6.464
H 4.703 1.427 -6.996
H 3.051 1.780 -7.485
H 4.007 1.087 -4.661
H 3.395 2.651 -5.214
H 1.689 1.357 -3.922
H 1.152 1.683 -5.586
H -2.173 -0.793 -5.024
H -3.385 -0.105 -7.064
H -1.060 -0.904 -7.265
H -0.444 0.736 -7.024
H -2.549 0.777 -8.347
H -3.948 2.275 -6.877
H -2.247 2.724 -6.867
H -3.081 2.789 -4.559
H -3.740 1.157 -4.708
H -1.633 1.058 -3.448
H -0.773 1.913 -4.743
H 0.000 -2.544 -6.270
H 2.126 -3.130 -5.075
H 1.199 -3.624 -3.657
H 1.179 -4.968 -6.413
H 1.916 -5.599 -4.938
H -0.287 -5.850 -3.879
H -0.315 -6.658 -5.443
H -2.381 -5.274 -5.037
H -1.486 -4.759 -6.470
H -2.209 -2.800 -5.196
H -1.457 -3.405 -3.717
Sn 0.045 -0.228 -0.059
Cl -1.929 -0.739 -1.317
Cl 1.992 -0.050 -1.498
C -0.396 1.586 0.974
H -0.612 1.435 2.026
C -0.473 2.876 0.423
C -1.174 3.931 1.097
C -1.300 5.179 0.500
C -0.714 5.416 -0.762
C 0.006 4.396 -1.434
C 0.146 3.159 -0.847
H -1.620 3.736 2.067
H -1.858 5.982 0.997
H 0.452 4.588 -2.412
H 0.734 2.367 -1.316
H -0.823 6.402 -1.242
C -1.425 -1.536 2.560
P 0.618 -1.219 2.504
C 2.117 0.046 2.474
C 0.610 -1.248 4.283
C 0.696 -2.569 4.777
C 0.822 -2.788 6.145
C 0.887 -1.714 7.036
C 0.795 -0.403 6.548
C 0.656 -0.158 5.189
H -1.941 -1.071 1.710
H -1.852 -1.185 3.509
H -1.537 -2.634 2.509
H 2.449 0.335 3.478
H 2.933 -0.523 2.019
H 1.909 0.950 1.902
H 0.645 -3.392 4.060
H 0.845 -3.821 6.518
H 0.978 -1.908 8.112
H 0.822 0.417 7.262
H 0.592 0.867 4.818
*
```

Atom charges from the Löwdin analysis, given in e for atoms 1 to 4: atom 1 (P): 1.07, atom 2 (C): -0.46, atom 3 (C): -0.21, atom 4 (C): -0.20

---

Entry 2:
Density functional theory data (the ωB97M-V functional and the def2-TZVPD basis) for 6 unconnected molecules or ions with the total composition C33H50F4N3O19S2 at a distorted geometry.

The HOMO energy is -10.6 eV. As for the total energy: -4076.66605 hartree.

Structure (ORCA input):
```
! wB97M-V def2-TZVPD RIJCOSX def2/J DEFGRID3
* xyz 1 1
C -4.739 -2.728 -4.602
C -3.233 -3.216 -4.746
C -2.659 -3.174 -6.226
C -2.637 -1.729 -6.878
O -1.350 -1.064 -6.811
N -1.072 -0.604 -5.549
C 0.331 -0.982 -5.121
N 0.783 -2.365 -5.396
C 1.505 -2.299 -6.435
O 2.155 -2.142 -7.370
C 0.286 -0.487 -3.587
C 1.648 -0.569 -2.809
C 1.731 -1.738 -1.751
C 0.467 -1.884 -0.807
C -0.116 -0.528 -0.234
C 0.426 -0.182 1.247
N -0.656 -0.526 2.230
C -0.408 0.941 -3.848
S 0.486 2.482 -3.393
C -1.172 0.889 -5.286
C -2.723 1.212 -5.150
C -3.061 2.674 -4.617
C -4.362 2.542 -3.725
F -4.378 3.046 -2.422
C -5.499 1.912 -4.146
F -5.677 1.552 -5.470
F -6.478 1.579 -3.258
S -0.551 1.965 -6.647
O -0.571 3.378 -6.314
O 0.779 1.593 -7.110
F -1.595 1.762 -7.920
H -4.818 -2.203 -3.596
H -5.499 -3.562 -4.616
H -5.071 -1.973 -5.369
H -2.606 -2.638 -3.998
H -3.212 -4.295 -4.393
H -3.175 -3.950 -6.857
H -1.572 -3.506 -6.152
H -3.498 -1.121 -6.478
H -2.853 -1.872 -7.982
H -1.767 -0.965 -4.870
H 1.172 -0.347 -5.539
H -0.509 -1.170 -3.167
H 1.931 0.387 -2.271
H 2.482 -0.737 -3.565
H 2.651 -1.604 -1.113
H 1.864 -2.743 -2.269
H -0.350 -2.501 -1.286
H 0.812 -2.485 0.095
H -1.237 -0.690 -0.102
H -0.016 0.370 -0.912
H 1.319 -0.840 1.481
H 0.728 0.907 1.338
H -1.495 0.002 1.940
H -0.917 -1.507 2.039
H -1.285 0.910 -3.128
H -0.426 3.414 -2.920
H -3.261 0.484 -4.458
H -3.205 1.082 -6.172
H -2.211 3.150 -4.058
H -3.308 3.355 -5.490
C 1.366 2.187 5.954
C 0.439 1.077 6.337
O 0.527 0.187 5.223
C 1.717 0.421 4.619
O 2.188 -0.259 3.753
O 2.318 1.531 5.119
H 1.851 2.644 6.816
H 0.869 2.965 5.374
H 0.766 0.551 7.236
H -0.585 1.420 6.481
C 2.849 -5.154 3.516
C 2.239 -3.781 3.482
O 1.865 -3.638 2.115
C 1.713 -4.889 1.603
O 1.241 -5.119 0.530
O 2.163 -5.835 2.467
H 2.694 -5.656 4.471
H 3.919 -5.144 3.290
H 1.344 -3.704 4.104
H 2.942 -3.003 3.776
C 4.259 3.150 2.588
C 5.737 3.288 2.366
O 6.013 2.252 1.427
C 4.853 1.982 0.769
O 4.771 1.284 -0.196
O 3.798 2.612 1.351
H 3.777 4.106 2.798
H 4.019 2.448 3.390
H 6.007 4.250 1.921
H 6.312 3.149 3.281
C -0.101 -1.245 10.437
C 1.159 -1.461 11.225
O 2.159 -0.889 10.387
C 1.544 0.019 9.587
O 2.117 0.795 8.883
O 0.191 -0.068 9.690
H -0.972 -1.096 11.074
H -0.306 -2.063 9.742
H 1.153 -0.930 12.180
H 1.362 -2.516 11.408
C -1.524 3.567 0.972
C -0.604 4.701 1.322
O -0.674 4.740 2.743
C -1.053 3.503 3.163
O -1.046 3.147 4.300
O -1.440 2.724 2.115
H -1.209 3.035 0.073
H -2.561 3.891 0.847
H 0.431 4.509 1.025
H -0.926 5.649 0.891
*
```

Atom charges from the Löwdin analysis, given in e for atoms 1 to 4: atom 1 (C): -0.11, atom 2 (C): -0.24, atom 3 (C): -0.15, atom 4 (C): -0.13

---

Entry 3:
Density functional theory data (the ωB97M-V functional and the def2-TZVPD basis) for a molecular structure, C33H50N3O3P2Pt at a distorted geometry.

Its expectation value of S² is 0.7566. The HOMO energy (alpha / beta) is -5.9 / -6.4 eV. The calculation puts the energy above the lowest of the compared OMol25 structures with the same formula, charge and spin at 125.24 kJ/mol. As for the total energy: -2479.43365 hartree.

Structure (ORCA input):
```
! wB97M-V def2-TZVPD RIJCOSX def2/J DEFGRID3
* xyz 0 2
Pt 0.302 -0.404 -0.073
C 5.274 -0.932 0.511
C 3.893 -1.283 -0.056
C 3.430 -2.600 0.572
P 2.560 -0.005 0.045
C 3.011 1.196 -1.313
C 2.676 0.566 -2.671
C 4.421 1.791 -1.362
C 2.725 0.894 1.667
C 3.909 1.535 2.039
C 4.056 2.261 3.218
C 5.370 2.913 3.580
C 2.955 2.358 4.053
C 1.766 1.751 3.714
C 1.629 1.014 2.534
N 0.383 0.332 2.287
C -0.832 1.047 2.483
C -1.670 0.732 3.544
C -2.842 1.444 3.754
C -3.185 2.511 2.938
C -4.441 3.320 3.174
C -2.339 2.810 1.870
C -1.200 2.069 1.584
P -0.158 2.308 0.073
C -1.239 2.655 -1.435
C -2.422 3.615 -1.281
C -1.736 1.414 -2.178
C 0.400 4.079 0.359
C 1.409 4.527 -0.701
C 1.006 4.295 1.743
H 5.963 -1.748 0.274
H 5.232 -0.847 1.600
H 5.702 -0.015 0.111
H 3.972 -1.435 -1.136
H 3.334 -2.484 1.657
H 4.181 -3.377 0.399
H 2.477 -2.931 0.158
H 2.307 2.002 -1.133
H 3.440 -0.160 -2.971
H 2.641 1.345 -3.440
H 1.717 0.053 -2.645
H 5.165 1.042 -1.644
H 4.724 2.249 -0.417
H 4.455 2.576 -2.125
H 4.760 1.486 1.374
H 6.083 2.854 2.757
H 5.821 2.423 4.447
H 5.232 3.966 3.837
H 3.029 2.922 4.980
H 0.908 1.837 4.371
H -1.387 -0.071 4.218
H -3.484 1.181 4.589
H -4.984 2.963 4.049
H -5.114 3.257 2.315
H -4.210 4.377 3.327
H -2.603 3.645 1.231
H -0.495 3.129 -2.080
H -3.215 3.155 -0.689
H -2.841 3.829 -2.268
H -2.160 4.575 -0.831
H -2.554 0.939 -1.636
H -0.949 0.669 -2.296
H -2.093 1.704 -3.173
H -0.497 4.697 0.280
H 2.339 3.956 -0.609
H 1.658 5.582 -0.552
H 1.043 4.421 -1.724
H 1.955 3.760 1.838
H 0.345 3.959 2.543
H 1.206 5.360 1.896
O -1.898 -0.576 -0.001
N -2.495 -1.685 -0.381
C -2.221 -2.221 -1.573
C -2.897 -3.346 -2.001
C -3.857 -3.917 -1.195
C -4.113 -3.348 0.038
C -3.412 -2.227 0.429
H -1.424 -1.733 -2.113
H -2.636 -3.777 -2.957
H -4.376 -4.815 -1.507
H -4.841 -3.772 0.716
H -3.540 -1.706 1.367
N 0.557 -2.451 2.686
C -0.409 -3.446 2.188
C -0.348 -3.649 0.674
O -1.009 -4.609 0.246
O 0.350 -2.827 -0.007
H 0.395 -0.593 2.678
H 1.311 -2.402 2.015
H 0.943 -2.731 3.576
H -1.428 -3.130 2.429
H -0.269 -4.435 2.621
*
```

Atom charges from the Löwdin analysis, given in e for atoms 1 to 4: atom 1 (Pt): 0.66, atom 2 (C): -0.11, atom 3 (C): -0.51, atom 4 (C): -0.12

---

Entry 4:
Density functional theory data (the ωB97M-V functional and the def2-TZVPD basis) for a molecular structure, C33H51AsIrN2OSi2 at a distorted geometry.

The HOMO energy is -10.4 eV. The calculation puts the energy above the lowest of the compared OMol25 structures with the same formula, charge and spin at 64.75 kJ/mol. As for the total energy: -4391.65753 hartree.

Structure (ORCA input):
```
! wB97M-V def2-TZVPD RIJCOSX def2/J DEFGRID3
* xyz 1 1
Ir -1.546 -0.040 0.476
C -0.407 -0.131 3.548
N -1.706 -0.288 2.874
C -2.634 0.662 3.510
C -2.192 -1.660 3.018
C -3.296 -1.909 2.020
N -2.816 -1.789 0.630
C -3.973 -1.720 -0.286
C -1.957 -2.926 0.251
H -0.512 -0.304 4.626
H -0.032 0.878 3.384
H 0.310 -0.834 3.139
H -2.667 0.491 4.593
H -3.639 0.558 3.114
H -2.295 1.678 3.326
H -2.557 -1.853 4.034
H -1.354 -2.336 2.845
H -4.091 -1.176 2.150
H -3.733 -2.901 2.180
H -4.586 -2.622 -0.185
H -3.614 -1.635 -1.308
H -4.572 -0.844 -0.050
H -2.517 -3.862 0.341
H -1.074 -2.966 0.886
H -1.633 -2.792 -0.778
C -2.971 -0.157 -5.198
Si -1.275 -0.517 -4.510
C -0.708 -2.232 -4.995
C -0.051 0.762 -5.103
C -1.350 -0.457 -2.673
C -1.408 -0.393 -1.455
H -2.964 -0.223 -6.289
H -3.296 0.850 -4.928
H -3.714 -0.863 -4.824
H -0.665 -2.335 -6.082
H -1.388 -2.996 -4.613
H 0.290 -2.434 -4.602
H 0.045 0.731 -6.191
H 0.940 0.590 -4.675
H -0.369 1.769 -4.824
O 0.638 -0.388 0.823
As 2.302 -0.290 0.695
C 2.955 -1.100 2.310
C 2.581 -2.439 2.435
C 2.787 -3.108 3.629
C 3.361 -2.442 4.705
C 3.751 -1.118 4.577
C 3.548 -0.442 3.381
C 2.774 1.526 0.318
C 3.296 2.445 1.221
C 3.428 3.774 0.845
C 3.039 4.183 -0.422
C 2.516 3.266 -1.323
C 2.380 1.938 -0.954
C 2.881 -1.374 -0.765
C 4.238 -1.546 -1.018
C 4.634 -2.355 -2.071
C 3.678 -2.986 -2.858
C 2.327 -2.808 -2.601
C 1.919 -1.996 -1.551
H 2.128 -2.950 1.592
H 2.493 -4.145 3.725
H 3.507 -2.959 5.644
H 4.205 -0.603 5.412
H 3.865 0.586 3.298
H 3.604 2.147 2.211
H 3.831 4.491 1.548
H 3.144 5.221 -0.708
H 2.211 3.583 -2.311
H 1.965 1.218 -1.653
H 4.982 -1.055 -0.400
H 5.687 -2.493 -2.278
H 3.993 -3.620 -3.676
H 1.586 -3.301 -3.216
H 0.867 -1.832 -1.346
C -2.926 4.609 0.377
Si -1.875 3.070 0.236
C -0.512 3.110 1.536
C -1.055 2.974 -1.444
C -2.915 1.511 0.466
H -2.319 5.505 0.224
H -3.389 4.684 1.363
H -3.723 4.614 -0.369
H 0.146 3.967 1.373
H 0.110 2.210 1.481
H -0.910 3.189 2.551
H -0.459 3.869 -1.637
H -1.795 2.875 -2.241
H -0.398 2.105 -1.506
H -3.596 1.385 -0.383
H -3.510 1.527 1.378
*
```

Atom charges from the Löwdin analysis, given in e for atoms 1 to 4: atom 1 (Ir): 1.18, atom 2 (C): -0.08, atom 3 (N): -0.32, atom 4 (C): -0.08

---

Entry 5:
Density functional theory data (the ωB97M-V functional and the def2-TZVPD basis) for a molecular structure, C33H51BrHfNP3 at a distorted geometry.

The HOMO energy is -18.5 eV. As for the total energy: -4987.16182 hartree.

Structure (ORCA input):
```
! wB97M-V def2-TZVPD RIJCOSX def2/J DEFGRID3
* xyz 4 1
N 1.840 -5.955 -0.656
C 0.549 -5.780 -0.491
C -0.058 -4.521 -0.508
C 0.760 -3.383 -0.759
C 2.151 -3.595 -0.974
C 2.610 -4.915 -0.900
C 0.049 -2.145 -1.207
Hf -0.109 -0.291 -0.107
P -0.891 2.180 -1.004
C 0.814 -1.110 -1.977
C 0.257 -0.749 -3.350
C 0.563 0.484 -3.983
C -0.282 1.000 -4.933
C -1.565 0.334 -5.165
C -1.444 -1.163 -4.992
C -0.630 -1.674 -4.023
Br -3.222 0.758 -3.877
H -0.981 -2.425 -1.490
H 1.922 -1.158 -1.873
H -1.162 -4.504 -0.458
H 2.895 -2.853 -1.273
H -0.049 -6.676 -0.326
H 3.643 -5.189 -1.026
H 1.396 1.121 -3.650
H -0.887 -2.633 -3.521
H -0.156 1.998 -5.336
H -2.096 -1.845 -5.537
P 1.893 -0.342 1.313
C -1.757 3.415 -1.990
C -1.217 4.412 -2.954
H -2.799 3.616 -1.821
H -2.239 0.716 -5.937
H -1.911 4.979 -3.617
H -0.833 5.232 -2.319
H -0.414 3.948 -3.566
C 0.932 2.582 -1.367
C 1.416 4.017 -1.435
H 1.145 2.150 -2.335
H 1.573 2.033 -0.664
H 2.508 3.990 -1.545
H 1.112 4.593 -2.310
H 1.144 4.530 -0.515
C -1.070 3.082 0.733
C -1.390 4.564 1.031
H -0.083 2.985 1.187
H -1.763 2.450 1.311
H -1.608 4.654 2.113
H -0.533 5.242 0.880
H -2.294 4.929 0.529
C 1.270 0.404 2.870
C 2.394 0.839 3.798
H 0.627 -0.349 3.342
H 0.605 1.251 2.643
H 2.908 -0.005 4.265
H 3.140 1.479 3.326
H 1.964 1.445 4.595
C 3.192 0.852 0.733
C 3.805 0.572 -0.647
H 3.963 0.795 1.518
H 2.772 1.873 0.766
H 4.278 -0.419 -0.680
H 3.104 0.645 -1.500
H 4.603 1.309 -0.830
C 2.969 -1.721 1.785
C 2.224 -2.858 2.484
H 3.721 -1.236 2.430
H 3.485 -2.066 0.868
H 1.706 -3.516 1.768
H 2.986 -3.452 3.006
H 1.500 -2.525 3.248
C -1.568 -3.215 2.142
P -1.838 -1.719 1.164
C -3.342 -2.213 0.195
C -2.617 -0.498 2.336
C -2.119 -0.449 3.649
C -2.424 0.629 4.480
C -3.257 1.659 4.009
C -3.778 1.616 2.704
C -3.443 0.544 1.864
H -1.123 -3.976 1.501
H -2.475 -3.646 2.565
H -0.885 -3.048 2.974
H -4.222 -2.322 0.858
H -3.545 -1.470 -0.601
H -3.133 -3.194 -0.263
H -1.446 -1.240 3.987
H -1.987 0.673 5.486
H -3.474 2.517 4.650
H -4.451 2.410 2.352
H -3.816 0.535 0.837
*
```

Atom charges from the Löwdin analysis, given in e for atoms 1 to 4: atom 1 (N): 0.11, atom 2 (C): -0.09, atom 3 (C): -0.05, atom 4 (C): -0.24